A molecular structure, C41H34Cl5N3O4PbSi, computed with ωB97M-V/def2-TZVPD.

Each line ends with the Löwdin charge.
Positions of all 89 atoms, in Å:
Pb 1.532 0.394 0.532  1.3224
Cl 0.010 1.324 4.038  0.6987
C 1.739 1.131 4.015  -0.7218
C 2.386 0.935 2.802  -0.3552
C 3.768 0.859 2.871  -0.7186
Cl 4.673 0.654 1.380  0.6067
C 4.495 0.936 4.056  -0.7148
Cl 6.214 0.819 4.065  0.6738
C 3.803 1.114 5.251  -0.7091
Cl 4.662 1.216 6.739  0.6806
C 2.414 1.222 5.234  -0.7117
Cl 1.561 1.472 6.709  0.6755
O 1.538 -0.478 -8.317  0.1187
C 2.007 -1.031 -7.177  -0.4813
O 2.418 -2.157 -7.184  0.1248
C 1.990 -0.175 -5.950  -0.1373
C 1.143 0.917 -5.795  -0.0244
C 1.130 1.638 -4.613  -0.0129
C 1.980 1.274 -3.572  -0.2579
C 2.818 0.167 -3.719  0.0040
C 2.823 -0.547 -4.898  0.0010
N 1.990 1.922 -2.325  0.0920
C 1.793 3.161 -2.229  -0.0809
C 1.684 3.845 -0.912  -0.2266
C 1.524 5.225 -0.906  -0.0189
C 1.399 5.888 0.303  -0.0508
C 1.431 5.153 1.470  -0.0330
C 1.588 3.777 1.387  -0.1101
N 1.720 3.123 0.237  0.0636
H 1.318 0.448 -8.177  0.0898
H 0.443 1.201 -6.572  0.1148
H 0.427 2.451 -4.485  0.1126
H 3.454 -0.116 -2.891  0.1152
H 3.462 -1.411 -5.024  0.1249
H 1.690 3.808 -3.106  0.1265
H 1.492 5.766 -1.843  0.1130
H 1.271 6.962 0.329  0.1125
H 1.332 5.626 2.437  0.1125
H 1.605 3.169 2.284  0.0797
O -0.588 0.863 0.690  -0.5423
Si -1.993 0.182 0.320  0.4239
C -2.203 -0.012 -1.546  -0.2175
C -2.727 1.023 -2.325  -0.0954
C -2.801 0.923 -3.708  -0.0967
C -2.347 -0.224 -4.344  -0.1046
C -1.811 -1.262 -3.594  -0.0862
C -1.742 -1.151 -2.212  -0.0959
C -3.394 1.252 0.967  -0.2169
C -3.141 2.152 2.005  -0.0923
C -4.164 2.902 2.570  -0.0895
C -5.463 2.767 2.101  -0.0986
C -5.733 1.885 1.063  -0.0927
C -4.706 1.137 0.505  -0.1003
C -2.196 -1.548 1.062  -0.2082
C -3.111 -2.475 0.557  -0.0981
C -3.298 -3.713 1.158  -0.0894
C -2.568 -4.052 2.289  -0.0992
C -1.653 -3.147 2.810  -0.0987
C -1.471 -1.914 2.198  -0.1008
H -3.097 1.920 -1.838  0.1017
H -3.223 1.734 -4.289  0.0981
H -2.413 -0.311 -5.423  0.0986
H -1.455 -2.160 -4.084  0.1018
H -1.321 -1.972 -1.638  0.0961
H -2.122 2.269 2.360  0.0609
H -3.947 3.593 3.377  0.0989
H -6.264 3.347 2.543  0.0977
H -6.745 1.782 0.690  0.0987
H -4.933 0.453 -0.308  0.1014
H -3.696 -2.227 -0.324  0.1029
H -4.016 -4.412 0.747  0.1007
H -2.719 -5.012 2.767  0.1003
H -1.085 -3.399 3.699  0.1025
H -0.758 -1.217 2.615  0.0718
C 1.295 -5.479 2.537  -0.0430
N 1.105 -4.331 1.662  -0.1268
C 0.387 -4.495 0.400  -0.0201
C 1.590 -3.106 1.938  -0.5009
C 2.304 -2.851 3.240  0.0333
O 1.438 -2.172 1.135  -0.1491
H 0.889 -6.357 2.044  0.0852
H 0.769 -5.354 3.486  0.0876
H 2.350 -5.667 2.736  0.0922
H -0.152 -5.438 0.422  0.0878
H 1.073 -4.487 -0.446  0.0974
H -0.326 -3.681 0.277  0.0709
H 2.370 -3.707 3.905  0.0681
H 1.776 -2.041 3.746  0.0895
H 3.307 -2.489 3.014  0.0970

## Properties
Multiplicity: 1
Relative energy (zero: lowest compared OMol25 entry of this formula, charge and spin) in kcal/mol: 0.0
Largest force on an atom in eV Å⁻¹: 0.66



A molecular structure, C41H35BBrClN2O6Ti, computed with ωB97M-V/def2-TZVPD.

Each line ends with the Löwdin charge.
Positions of all 88 atoms, in Å:
Ti -0.402 0.001 0.212  1.0093
C -3.007 -2.319 -3.868  -0.0772
C -1.631 -2.056 -3.322  -0.3099
C -0.492 -2.635 -3.940  -0.0999
C 0.767 -2.299 -3.394  -0.1752
C 0.830 -1.503 -2.290  -0.7335
Br 2.550 -1.054 -1.599  0.7487
N -0.249 -0.984 -1.626  -0.1239
C -1.473 -1.259 -2.232  -0.1100
H -3.061 -2.076 -4.934  0.0650
H -3.753 -1.726 -3.338  0.0678
H -3.272 -3.376 -3.758  0.0685
H -0.581 -3.273 -4.810  0.0735
H 1.689 -2.659 -3.831  0.0761
H -2.326 -0.792 -1.759  0.0926
Cl 5.163 -3.496 5.880  0.5904
C 3.892 -3.186 4.713  -0.6747
C 2.796 -4.034 4.674  -0.1226
C 1.798 -3.781 3.746  -0.0238
C 1.881 -2.695 2.880  -0.1029
C 2.989 -1.861 2.946  -0.0010
C 4.004 -2.103 3.859  -0.1032
C 0.758 -2.457 1.877  -0.5895
O -0.073 -3.347 1.731  0.0259
O 0.819 -1.327 1.284  -0.1427
H 2.736 -4.872 5.355  0.0913
H 0.930 -4.423 3.668  0.1124
H 3.045 -1.013 2.275  0.1038
H 4.864 -1.448 3.913  0.0966
O -1.821 3.123 0.126  0.1125
B -1.720 1.833 -0.499  -0.3722
O -2.533 1.921 -1.689  0.0928
C -3.012 3.185 -1.772  -0.2356
C -3.804 3.751 -2.745  -0.0101
C -4.157 5.096 -2.582  -0.1281
C -3.723 5.823 -1.483  -0.1265
C -2.919 5.237 -0.499  -0.0057
C -2.577 3.914 -0.669  -0.2326
H -4.131 3.174 -3.600  0.1087
H -4.776 5.577 -3.330  0.0826
H -4.007 6.864 -1.387  0.0832
H -2.564 5.794 0.358  0.1106
C -6.874 -1.535 5.233  -0.0711
C -5.685 -1.284 4.341  -0.2850
C -4.433 -1.787 4.660  -0.0199
C -3.321 -1.547 3.854  -0.1880
C -1.968 -2.101 4.208  -0.0194
C -3.491 -0.796 2.695  -0.0436
C -4.741 -0.277 2.347  -0.1904
C -4.894 0.552 1.099  -0.0140
C -5.822 -0.526 3.181  -0.0232
C -2.323 -0.528 1.792  -0.6079
O -2.275 -1.055 0.651  -0.0400
O -1.416 0.263 2.178  -0.0532
H -6.632 -2.260 6.011  0.0645
H -7.720 -1.920 4.660  0.0704
H -7.201 -0.615 5.723  0.0723
H -4.309 -2.382 5.560  0.1047
H -1.234 -1.297 4.280  0.0895
H -1.604 -2.780 3.432  0.0776
H -2.004 -2.630 5.162  0.0726
H -4.650 -0.031 0.210  0.0899
H -4.199 1.395 1.117  0.0901
H -5.909 0.941 1.007  0.0736
H -6.795 -0.120 2.918  0.1087
C 1.372 4.642 -2.372  -0.1385
C 0.906 3.389 -2.749  -0.0998
C 0.872 2.334 -1.853  -0.0618
C 1.281 2.491 -0.514  -0.3144
C 1.764 3.766 -0.155  -0.0371
C 1.806 4.810 -1.060  -0.1205
N 1.126 1.459 0.398  -0.0562
C 2.008 1.475 1.481  -0.3154
C 1.544 1.353 2.799  -0.0220
C 2.422 1.368 3.869  -0.1058
C 3.792 1.505 3.673  -0.1475
C 4.269 1.607 2.371  -0.1183
C 3.395 1.586 1.296  -0.0547
H 1.391 5.465 -3.076  0.0767
H 0.562 3.223 -3.764  0.0974
H 0.517 1.364 -2.176  0.0819
H 2.078 3.938 0.868  0.1075
H 2.165 5.779 -0.728  0.0851
H 0.479 1.246 2.957  0.0964
H 2.030 1.268 4.876  0.0955
H 4.474 1.514 4.514  0.0835
H 5.336 1.695 2.193  0.0888
H 3.770 1.663 0.281  0.1099

## Properties
Multiplicity: 3
Charge: -2
Relative energy (zero: lowest compared OMol25 entry of this formula, charge and spin) in kcal/mol: 47.2
Largest force on an atom in eV Å⁻¹: 0.41



A molecular structure, C41H35Cl2N10O3S3Zr, computed with ωB97M-V/def2-TZVPD.

Each line ends with the Löwdin charge.
Positions of all 95 atoms, in Å:
Zr 0.715 0.067 1.101  1.7874
Cl 6.371 -1.734 -2.331  0.6766
C 4.845 -1.911 -1.528  -0.6946
C 4.618 -1.159 -0.376  -0.0508
C 3.376 -1.207 0.243  -0.2042
N 2.922 -0.457 1.352  -0.0184
C 3.745 0.403 1.965  -0.4991
O 4.920 0.669 1.715  0.0375
C 3.073 1.175 3.066  -0.1987
C 3.856 1.793 4.024  0.0186
C 3.241 2.565 4.993  -0.0237
C 1.866 2.715 4.937  -0.0302
C 1.157 2.070 3.940  -0.1353
N 1.736 1.286 3.017  0.0187
C 2.383 -2.061 -0.284  -0.2336
C 2.639 -2.858 -1.385  -0.0463
C 3.870 -2.760 -2.025  -0.6910
Cl 4.125 -3.686 -3.466  0.6853
N 1.194 -1.963 0.421  -0.0807
C 0.317 -2.973 0.574  -0.4738
O 0.093 -3.919 -0.161  0.0829
C -0.298 -2.876 1.953  -0.2094
C -1.049 -3.914 2.470  0.0093
C -1.414 -3.860 3.807  -0.0275
C -1.008 -2.777 4.569  -0.0319
C -0.293 -1.761 3.956  -0.1772
N 0.049 -1.796 2.669  -0.0041
H 5.405 -0.534 0.011  0.0972
H 4.926 1.656 3.975  0.1263
H 3.822 3.050 5.766  0.1199
H 1.332 3.324 5.652  0.1159
H 0.085 2.168 3.882  0.0356
H 1.884 -3.537 -1.752  0.1063
H -1.293 -4.746 1.824  0.1260
H -1.988 -4.661 4.255  0.1176
H -1.240 -2.709 5.622  0.1147
H 0.014 -0.884 4.513  0.0940
S -1.530 0.734 2.842  0.6555
C -1.516 2.051 1.765  -1.1097
N -0.642 2.065 0.786  -0.1085
C -0.844 3.157 -0.062  -0.3081
C -0.188 3.433 -1.262  -0.0265
C -0.554 4.552 -1.987  -0.0735
C -1.567 5.406 -1.545  -0.0828
C -2.242 5.136 -0.370  -0.0868
C -1.877 4.008 0.354  -0.4716
S -2.614 3.388 1.801  1.0817
H 0.585 2.775 -1.621  0.0779
H -0.046 4.768 -2.918  0.1059
H -1.830 6.278 -2.128  0.1081
H -3.040 5.780 -0.026  0.1144
C 2.434 -0.117 -4.402  -0.0202
N 1.496 -0.373 -3.316  -0.1176
C 0.488 -1.397 -3.553  -0.0202
C 1.562 0.233 -2.118  -0.4023
N 0.650 0.147 -1.202  0.0485
N 2.704 0.988 -1.894  0.1742
C 2.938 1.764 -0.773  -0.4774
N 4.098 2.474 -0.812  0.1976
N 2.094 1.830 0.197  0.0526
H 1.902 -0.206 -5.348  0.1004
H 3.256 -0.838 -4.396  0.0853
H 2.824 0.897 -4.349  0.0923
H 0.884 -2.108 -4.275  0.1026
H -0.435 -0.967 -3.953  0.1003
H 0.270 -1.946 -2.637  0.0813
H -0.163 -0.380 -1.497  0.0439
H 3.531 0.674 -2.380  0.1357
H 4.703 2.365 -1.610  0.1141
H 4.587 2.547 0.070  0.1094
H 2.358 2.558 0.854  0.1005
O -1.302 -0.772 0.199  -0.6644
S -2.732 -1.072 0.625  1.0271
C -3.239 -2.343 -0.510  -0.3634
C -2.993 -2.239 -1.872  -0.0627
C -3.371 -3.277 -2.703  -0.0528
C -3.994 -4.403 -2.171  -0.0546
C -4.238 -4.495 -0.810  -0.0561
C -3.851 -3.460 0.033  -0.0766
C -3.676 0.296 -0.011  -0.3837
C -4.925 0.532 0.543  -0.0692
C -5.673 1.599 0.071  -0.0616
C -5.161 2.420 -0.927  -0.0609
C -3.901 2.182 -1.456  -0.0616
C -3.148 1.111 -0.999  -0.0840
H -2.518 -1.352 -2.272  0.0996
H -3.190 -3.213 -3.767  0.1115
H -4.288 -5.212 -2.825  0.1128
H -4.718 -5.373 -0.402  0.1130
H -4.015 -3.526 1.102  0.1103
H -5.301 -0.098 1.340  0.1201
H -6.650 1.799 0.491  0.1134
H -5.746 3.258 -1.285  0.1131
H -3.492 2.837 -2.215  0.1153
H -2.149 0.932 -1.378  0.0996

## Properties
Multiplicity: 1
Charge: +1
Relative energy (zero: lowest compared OMol25 entry of this formula, charge and spin) in kcal/mol: 4.9
Largest force on an atom in eV Å⁻¹: 0.62